Record 1
{
  "formula": "C28H24N2O11P3Ta",
  "method": "ωB97M-V/def2-TZVPD",
  "gap_ev": 7.503,
  "homo_energy_ev": -8.66,
  "charge": 0,
  "total_energy_ev": -84360.0839,
  "species": ["Ta", "P", "P", "P", "O", "O", "O", "O", "O", "O", "O", "O", "O", "O", "O", "N", "N", "C", "C", "C", "C", "C", "C", "C", "C", "C", "C", "C", "C", "C", "C", "C", "C", "C", "C", "C", "C", "C", "C", "C", "C", "C", "C", "C", "C", "H", "H", "H", "H", "H", "H", "H", "H", "H", "H", "H", "H", "H", "H", "H", "H", "H", "H", "H", "H", "H", "H", "H", "H"],
  "xyz": [[1.926, -0.976, 0.283], [-0.356, 1.524, -0.742], [4.501, -2.151, -0.567], [3.857, -2.961, 2.114], [2.063, 0.140, -1.322], [4.478, -0.599, -0.078], [3.461, 1.850, -1.551], [4.836, -2.849, 0.833], [3.071, -4.323, 1.877], [4.589, -2.906, 3.370], [2.316, 0.694, 1.229], [2.769, -1.873, 1.844], [2.961, -2.369, -0.733], [5.402, -2.492, -1.648], [0.393, -1.984, -0.406], [0.219, -0.838, 1.699], [-0.960, -1.490, 1.344], [-2.829, 4.775, -1.301], [3.130, 2.370, 4.317], [2.332, 1.439, -1.503], [-1.476, 3.538, 0.779], [-3.323, -0.445, -2.724], [2.096, 1.943, 5.153], [-1.562, -3.457, -1.677], [-0.782, -2.058, 0.207], [-2.561, -4.169, -2.325], [-1.260, 0.618, -2.045], [1.211, 0.629, 3.333], [-3.832, -4.239, -1.776], [-0.642, 0.104, -3.182], [1.082, 2.275, -1.648], [-2.896, 5.303, -0.017], [-2.219, 4.687, 1.023], [-3.116, -2.896, 0.083], [-1.398, 3.004, -0.503], [-1.361, -0.666, -4.088], [0.171, -0.217, 2.826], [-2.606, 0.321, -1.820], [-4.109, -3.601, -0.571], [2.256, 1.071, 2.504], [-2.084, 3.633, -1.543], [1.139, 1.089, 4.657], [3.212, 1.952, 3.005], [-2.702, -0.938, -3.864], [-1.840, -2.823, -0.472], [-3.316, -2.394, 1.020], [1.286, 3.262, -1.233], [-0.950, 3.051, 1.594], [4.005, 2.280, 2.346], [-3.481, 6.194, 0.171], [3.436, -5.020, 2.437], [-2.345, -4.666, -3.261], [0.862, 2.403, -2.711], [4.569, 0.068, -0.784], [-0.741, -0.329, 3.407], [0.409, 0.283, -3.367], [2.049, 2.284, 6.177], [-4.611, -4.794, -2.283], [-4.365, -0.667, -2.533], [-5.101, -3.660, -0.143], [-3.259, -1.541, -4.569], [-3.100, 0.695, -0.929], [-0.569, -3.390, -2.099], [3.883, 3.044, 4.705], [-2.043, 3.219, -2.544], [-0.867, -1.057, -4.967], [-3.358, 5.255, -2.114], [-2.272, 5.094, 2.024], [0.323, 0.751, 5.284]]
}



Record 2
{
  "formula": "C28H25BrNO9P3RuSe",
  "method": "ωB97M-V/def2-TZVPD",
  "gap_ev": [7.852, 6.067],
  "s2": 6.017,
  "multiplicity": 5,
  "homo_energy_ev": [-8.15, -8.08],
  "charge": 0,
  "total_energy_ev": -215199.3380,
  "species": ["Ru", "Br", "Se", "P", "P", "P", "O", "O", "O", "O", "O", "O", "O", "O", "O", "N", "C", "C", "C", "C", "C", "C", "C", "C", "C", "C", "C", "C", "C", "C", "C", "C", "C", "C", "C", "C", "C", "C", "C", "C", "C", "C", "C", "C", "H", "H", "H", "H", "H", "H", "H", "H", "H", "H", "H", "H", "H", "H", "H", "H", "H", "H", "H", "H", "H", "H", "H", "H", "H"],
  "xyz": [[0.350, -0.957, -0.359], [-1.094, -2.453, 8.234], [2.921, 1.730, 1.733], [0.255, -4.223, -0.748], [1.942, -3.193, 1.482], [-1.371, 1.535, -1.252], [-0.436, -2.897, -0.694], [0.499, 0.749, 2.505], [3.002, -3.682, 2.365], [-0.791, -0.898, 1.608], [1.864, -1.721, 1.066], [2.593, -3.262, -1.152], [-0.481, -5.370, 0.040], [0.258, -4.843, -2.200], [0.465, -3.606, 2.058], [0.852, 0.844, 0.024], [1.964, -4.088, -0.156], [-2.499, 5.406, -2.110], [0.771, -1.189, -3.319], [1.507, 4.621, 0.198], [0.634, -0.831, -4.656], [-0.844, -1.773, 6.490], [-0.783, 1.002, -4.019], [0.203, 2.672, 0.916], [-0.273, -0.311, 2.560], [2.672, -5.429, -0.070], [-0.642, 0.650, -2.682], [1.180, 2.834, -1.448], [-2.155, 3.020, -1.965], [0.409, -0.432, 4.961], [-3.590, 5.211, -2.943], [-1.545, -1.636, 4.213], [-0.478, -0.784, 3.948], [0.231, -0.935, 6.238], [0.260, 2.096, -0.528], [1.030, 1.431, 1.327], [-0.149, 0.258, -5.007], [-1.738, -2.128, 5.491], [-3.274, 2.834, -2.781], [-1.784, 4.318, -1.624], [-3.977, 3.920, -3.277], [0.132, -0.462, -2.316], [1.748, 3.989, -1.104], [0.777, 4.030, 1.144], [-0.358, -5.223, 0.996], [-4.835, 3.758, -3.917], [1.366, 2.386, -2.417], [-2.226, -1.903, 3.415], [0.922, -0.684, 7.029], [1.933, 5.600, 0.378], [-3.599, 1.830, -3.029], [2.683, -5.917, -1.045], [2.915, -2.459, -0.717], [-2.569, -2.784, 5.713], [3.693, -5.258, 0.268], [0.343, -4.166, -2.884], [1.410, -2.028, -3.057], [-1.375, 1.865, -4.297], [-4.142, 6.060, -3.324], [2.187, -6.085, 0.653], [1.248, 0.214, 4.740], [-0.258, 0.538, -6.047], [-0.164, -2.872, 1.951], [-0.797, 2.573, 1.346], [1.144, -1.402, -5.423], [0.593, 4.514, 2.095], [-2.197, 6.409, -1.836], [-0.936, 4.494, -0.977], [2.405, 4.494, -1.801]]
}



Record 3
{
  "formula": "C28H25BrPbSi",
  "method": "ωB97M-V/def2-TZVPD",
  "gap_ev": 5.666,
  "homo_energy_ev": -7.66,
  "charge": 0,
  "total_energy_ev": -112606.0535,
  "species": ["Pb", "Br", "Si", "C", "C", "C", "C", "C", "C", "C", "C", "C", "C", "C", "C", "C", "C", "C", "C", "C", "C", "C", "C", "C", "C", "C", "C", "C", "C", "C", "C", "H", "H", "H", "H", "H", "H", "H", "H", "H", "H", "H", "H", "H", "H", "H", "H", "H", "H", "H", "H", "H", "H", "H", "H", "H"],
  "xyz": [[0.179, -0.628, -1.692], [1.177, -2.965, -0.493], [-0.028, 0.187, 0.703], [0.538, 2.942, 0.246], [2.707, -0.724, -2.649], [-1.076, -2.533, -3.164], [2.058, -0.703, -3.913], [-1.015, -1.519, -4.158], [2.238, 0.186, 3.949], [1.535, 1.319, -2.890], [-1.948, -2.826, 2.673], [1.340, 0.552, -4.047], [-3.304, -2.602, 2.420], [3.706, -0.772, 2.271], [-2.254, -0.644, -2.385], [-0.406, 1.993, 0.696], [1.507, -0.081, 1.697], [-0.996, -2.008, 2.109], [3.467, -0.367, 3.594], [-1.552, 2.424, 1.401], [-1.751, 3.774, 1.634], [-1.404, -0.938, 1.292], [2.405, 0.523, -1.976], [-2.755, -0.715, 1.005], [2.739, -0.608, 1.323], [0.325, 4.298, 0.493], [-1.741, -0.362, -3.696], [-1.862, -2.034, -2.051], [1.237, 0.339, 3.012], [-0.816, 4.723, 1.178], [-3.690, -1.547, 1.583], [4.266, -0.487, 4.354], [-2.647, 4.099, 2.180], [-3.057, 0.116, 0.365], [-0.989, 5.806, 1.368], [4.656, -1.214, 1.973], [-4.068, -3.266, 2.885], [0.262, 0.771, 3.271], [-1.968, -2.496, -1.052], [2.896, -0.971, 0.287], [-1.795, 0.602, -4.180], [0.744, 0.832, -4.887], [1.066, 5.037, 0.139], [3.279, -1.537, -2.223], [-4.755, -1.369, 1.386], [2.038, 0.505, 4.958], [-0.591, -3.497, -3.186], [2.621, 0.772, -0.918], [-1.620, -3.639, 3.324], [1.454, 2.610, -0.256], [-0.523, -1.611, -5.110], [1.026, 2.228, -2.581], [2.070, -1.523, -4.625], [-2.746, 0.052, -1.696], [-2.259, 1.665, 1.774], [0.079, -2.169, 2.284]]
}



Record 4
{
  "formula": "C28H25F2N6O7Zr",
  "method": "ωB97M-V/def2-TZVPD",
  "gap_ev": 7.202,
  "homo_energy_ev": -5.30,
  "charge": -1,
  "total_energy_ev": -59438.8277,
  "species": ["Zr", "F", "F", "O", "O", "O", "O", "O", "O", "O", "N", "N", "N", "N", "N", "N", "C", "C", "C", "C", "C", "C", "C", "C", "C", "C", "C", "C", "C", "C", "C", "C", "C", "C", "C", "C", "C", "C", "C", "C", "C", "C", "C", "C", "H", "H", "H", "H", "H", "H", "H", "H", "H", "H", "H", "H", "H", "H", "H", "H", "H", "H", "H", "H", "H", "H", "H", "H", "H"],
  "xyz": [[0.623, -0.121, 0.136], [3.700, 0.054, -0.637], [3.184, 0.201, 1.507], [-0.329, 2.456, 3.438], [0.340, -0.243, -1.940], [-0.038, 1.395, 1.508], [1.483, -1.945, -0.117], [2.437, 2.162, -2.529], [0.719, -2.868, 7.083], [0.106, -0.728, 7.515], [0.619, -0.812, 2.542], [0.700, 2.465, -1.028], [-1.727, 0.342, -0.324], [-1.080, 3.485, 0.098], [-1.161, -2.043, 0.528], [-0.042, 4.475, -1.780], [-1.118, 5.358, -2.156], [0.298, 0.616, -4.125], [2.676, -5.340, -0.205], [0.293, -3.963, 0.182], [0.452, -1.686, 6.804], [1.488, -3.241, -0.062], [0.240, -0.089, 4.799], [-0.156, 3.462, -0.869], [0.955, -2.014, 3.017], [0.545, -1.354, 5.286], [-1.570, 1.003, -2.633], [-2.537, -1.613, 0.773], [0.925, 4.048, -2.766], [-1.606, 1.907, -4.878], [2.680, -3.963, -0.248], [-0.345, 1.341, -5.101], [1.481, 2.773, -2.124], [-0.047, 1.455, 2.815], [2.814, 0.676, 0.224], [0.921, -2.321, 4.365], [-2.210, 1.717, -3.656], [-2.268, 0.770, -1.394], [0.288, 0.132, 3.438], [-2.579, -0.088, 0.769], [-0.968, -3.299, 0.424], [1.499, -6.056, 0.023], [0.324, -5.364, 0.212], [-0.287, 0.434, -2.852], [3.608, -5.874, -0.347], [-2.176, 0.299, 1.704], [3.588, -3.400, -0.421], [1.512, -7.137, 0.058], [-2.900, -2.002, 1.728], [-1.440, 4.379, 0.384], [-3.606, 0.274, 0.655], [0.140, 1.478, -6.060], [-3.351, 0.946, -1.413], [-3.185, -1.991, -0.025], [-1.749, 5.589, -1.301], [-3.199, 2.122, -3.466], [-0.707, 6.298, -2.525], [3.066, 1.740, 0.218], [-1.744, 4.917, -2.940], [-0.598, -5.901, 0.403], [-2.105, 2.466, -5.660], [1.708, 4.785, -2.942], [0.446, 3.780, -3.715], [1.254, -2.754, 2.289], [-0.886, 2.804, 0.843], [-1.818, -3.984, 0.537], [1.282, 0.198, -4.285], [1.177, -3.307, 4.730], [-0.039, 0.700, 5.484]]
}